Record 1
C19H42NOP3SSc | ωB97M-V/def2-TZVPD

The geometry in XYZ format:
```
68
Properties=species:S:1:pos:R:3:lowdin_charge:R:1
Sc 0.90 0.61 0.08 0.58
P 2.38 2.28 1.45 0.76
P -1.02 0.68 2.12 0.77
P -0.86 2.33 -0.99 0.77
H 1.15 -1.07 -1.93 0.07
C 1.21 0.03 -1.88 -0.14
C 2.38 0.66 -1.33 -0.14
H 3.23 0.04 -1.00 0.13
C 3.60 1.26 2.36 -0.23
C 1.67 3.30 2.80 -0.23
C 3.45 3.48 0.59 -0.22
C -2.36 -0.51 1.78 -0.23
C -0.27 -0.07 3.61 -0.23
C -1.94 2.08 2.84 -0.23
C -0.65 2.80 -2.75 -0.24
C -0.90 3.99 -0.22 -0.23
C -2.65 1.91 -1.00 -0.24
H 0.67 0.49 -2.71 0.07
H 2.70 1.64 -1.71 0.11
H 4.13 0.61 1.65 0.06
H 3.08 0.62 3.09 0.05
H 4.31 1.91 2.88 0.08
H 1.15 2.66 3.53 0.04
H 0.95 4.01 2.38 0.05
H 2.48 3.85 3.29 0.08
H 3.96 2.98 -0.25 0.05
H 4.20 3.88 1.29 0.08
H 2.85 4.31 0.19 0.06
H -3.01 -0.57 2.67 0.08
H -1.96 -1.50 1.56 0.03
H -2.96 -0.18 0.92 0.04
H -1.02 -0.07 4.41 0.08
H 0.61 0.51 3.93 0.04
H 0.05 -1.10 3.40 0.05
H -2.45 1.73 3.74 0.08
H -2.68 2.48 2.13 0.04
H -1.25 2.89 3.11 0.04
H -1.37 3.59 -3.00 0.08
H -0.83 1.93 -3.40 0.05
H 0.36 3.17 -2.92 0.06
H -1.44 4.67 -0.89 0.08
H 0.13 4.36 -0.09 0.04
H -1.39 3.96 0.76 0.04
H -3.16 2.61 -1.67 0.08
H -3.09 1.97 0.00 0.03
H -2.78 0.89 -1.39 0.02
C -1.31 -2.92 -3.53 -0.65
C -2.49 -3.76 -3.96 -0.26
C -2.48 -5.07 -3.27 0.01
C -1.32 -5.56 -2.73 -0.07
C -0.13 -4.80 -2.67 -0.03
C -0.12 -3.46 -3.08 -0.13
S -2.16 -1.52 -3.26 0.78
H -3.25 -2.95 -3.60 0.03
H -2.63 -3.87 -5.05 0.17
H -3.39 -5.67 -3.33 0.13
H -1.28 -6.58 -2.35 0.12
H 0.80 -5.26 -2.31 0.13
H 0.77 -2.83 -3.00 0.10
C 1.57 -3.49 1.69 0.05
C 0.82 -2.54 0.83 -0.46
N -0.22 -2.99 0.13 0.25
O 1.16 -1.30 0.78 -0.14
H 2.33 -4.01 1.08 0.13
H 0.89 -4.24 2.11 0.12
H 2.07 -2.94 2.49 0.11
H -0.72 -2.38 -0.52 0.11
H -0.46 -3.97 0.14 0.15
```

Output
Strongest force on any atom: 9.0 eV/Å
Orbital gap (alpha / beta): 3.0 / 3.0 eV
Total charge: +3
Highest occupied orbital energy (alpha / beta): -15.39 / -15.40 eV
LUMO energy (alpha / beta): -12.418 / -12.358 eV

---

Record 2
C3H35O15 | ωB97M-V/def2-TZVPD

The geometry in XYZ format:
```
53
Properties=species:S:1:pos:R:3:lowdin_charge:R:1
C 26.65 0.85 -3.38 -0.05
C 26.63 -0.62 -3.00 -0.55
C 27.03 -0.81 -1.55 -0.06
O 25.33 -1.15 -3.16 -0.37
H 25.76 1.38 -3.11 0.05
H 26.78 0.94 -4.47 0.08
H 27.50 1.35 -2.88 0.08
H 27.25 -1.25 -3.70 0.14
H 27.05 -1.90 -1.32 0.09
H 26.28 -0.28 -0.89 0.08
H 28.00 -0.37 -1.28 0.08
O 25.59 -5.01 -0.90 -0.08
H 25.82 -4.41 -1.60 -0.04
H 26.24 -5.06 -0.18 0.04
O 23.06 -2.28 -4.02 -0.09
H 23.95 -1.94 -3.74 -0.02
H 22.79 -2.92 -3.31 0.04
O 25.05 4.09 -2.39 0.00
H 25.40 4.97 -2.42 0.05
H 25.75 3.64 -1.97 -0.02
O 25.24 4.02 -5.30 -0.06
H 25.32 3.16 -5.75 0.06
H 25.35 3.95 -4.36 -0.02
O 25.94 -3.70 -3.26 -0.06
H 25.12 -4.05 -3.64 0.06
H 25.78 -2.75 -3.24 -0.03
O 23.80 -0.53 1.42 -0.06
H 24.16 -1.11 0.73 -0.02
H 24.05 -1.03 2.20 0.04
O 26.82 -0.15 1.78 -0.05
H 27.34 0.11 2.54 0.05
H 25.96 0.30 1.95 0.06
O 24.18 -2.10 -0.68 -0.03
H 24.64 -1.73 -1.39 -0.02
H 23.78 -2.94 -0.96 0.08
O 26.38 -2.73 1.31 -0.07
H 26.63 -1.83 1.24 -0.06
H 25.76 -2.87 0.57 0.00
O 25.81 -1.46 -6.01 -0.04
H 26.23 -1.31 -5.16 -0.01
H 25.26 -0.73 -6.18 0.01
O 23.01 2.62 -4.74 -0.08
H 23.71 3.18 -5.07 -0.05
H 23.36 2.12 -4.01 -0.04
O 23.51 0.63 -2.99 -0.08
H 24.20 -0.06 -3.03 -0.04
H 23.66 1.02 -2.13 -0.01
O 26.53 2.78 -0.32 0.01
H 26.63 1.88 -0.58 0.02
H 27.34 2.98 0.05 0.02
O 23.85 1.85 -0.52 0.01
H 24.60 2.39 -0.45 -0.02
H 23.98 1.13 0.06 -0.01
```

Output
Strongest force on any atom: 3.3 eV/Å
Orbital gap: 7.8 eV
Total charge: -1
Highest occupied orbital energy: -6.01 eV
LUMO energy: 1.827 eV

---

Record 3
C26H27BCl2F7IrN2O5S | ωB97M-V/def2-TZVPD

The geometry in XYZ format:
```
72
Properties=species:S:1:pos:R:3:lowdin_charge:R:1
Ir -0.08 0.40 -0.39 1.46
C 2.43 -1.49 6.20 -0.04
C 2.63 -0.07 5.63 -0.56
C 4.13 0.24 5.62 -0.06
C 1.92 0.95 6.54 -0.04
C 2.01 -0.01 4.24 -0.14
C 0.65 -0.20 4.07 0.02
C 0.10 -0.13 2.81 -0.09
N 0.83 0.09 1.71 0.02
C 2.13 0.30 1.86 -0.17
C 2.75 0.25 3.10 0.06
C 2.87 0.72 0.63 -0.17
C 4.25 0.85 0.60 0.06
C 4.88 1.38 -0.52 -0.14
C 4.05 1.77 -1.57 0.02
C 2.69 1.57 -1.49 -0.08
N 2.10 1.04 -0.41 0.01
C 6.39 1.51 -0.63 -0.56
C 6.76 2.92 -1.11 -0.04
C 7.08 1.26 0.71 -0.06
C 6.88 0.47 -1.65 -0.03
H 2.86 -1.55 7.20 0.09
H 2.92 -2.23 5.57 0.09
H 1.38 -1.74 6.27 0.08
H 4.51 0.22 6.64 0.09
H 4.32 1.24 5.21 0.09
H 4.69 -0.49 5.03 0.09
H 2.38 0.94 7.53 0.09
H 0.87 0.72 6.66 0.08
H 2.00 1.96 6.13 0.10
H -0.01 -0.36 4.91 0.12
H -0.96 -0.23 2.66 0.11
H 3.81 0.44 3.17 0.10
H 4.82 0.54 1.45 0.10
H 4.45 2.20 -2.48 0.12
H 2.03 1.84 -2.30 0.10
H 6.33 3.68 -0.46 0.10
H 6.42 3.10 -2.13 0.08
H 7.84 3.03 -1.10 0.09
H 6.73 1.94 1.48 0.09
H 8.16 1.41 0.59 0.09
H 6.94 0.23 1.06 0.08
H 6.40 0.61 -2.62 0.09
H 6.67 -0.54 -1.31 0.09
H 7.96 0.57 -1.79 0.09
Cl -7.44 -1.23 -0.28 0.74
C -5.83 -0.75 -0.59 -0.63
C -5.59 0.19 -1.60 -0.10
C -4.30 0.59 -1.85 -0.54
Cl -3.97 1.72 -3.08 0.83
C -3.19 0.09 -1.06 -0.33
O -2.06 0.54 -1.27 -0.09
C -3.49 -0.92 -0.08 -0.08
C -2.44 -1.62 0.66 -0.15
O -1.24 -1.42 0.57 -0.03
C -4.79 -1.32 0.15 -0.03
H -6.41 0.59 -2.18 0.12
H -2.79 -2.41 1.35 0.14
H -5.00 -2.07 0.89 0.12
F 1.16 0.00 -5.56 0.14
C 1.40 -0.67 -4.43 -0.68
F 2.56 -0.23 -3.93 0.12
F 1.53 -1.96 -4.72 0.15
S 0.04 -0.41 -3.24 0.49
O -1.14 -0.84 -3.93 -0.26
O 0.13 1.02 -2.89 -0.37
O 0.45 -1.23 -2.08 -0.38
F -0.86 2.55 2.94 0.13
B -1.35 2.62 1.63 -1.23
F -0.22 2.58 0.73 0.01
F -2.09 3.75 1.39 0.15
F -2.14 1.45 1.36 0.06
```

Output
2S+1: 5
Strongest force on any atom: 0.5 eV/Å
Orbital gap (alpha / beta): 7.5 / 5.3 eV
⟨S²⟩: 6.050
Highest occupied orbital energy (alpha / beta): -8.40 / -8.64 eV
LUMO energy (alpha / beta): -0.930 / -3.325 eV

---

Record 4
C29H35Al2BrCl6CsF7NO7 | ωB97M-V/def2-TZVPD

The geometry in XYZ format:
```
89
Properties=species:S:1:pos:R:3:lowdin_charge:R:1
C 1.11 5.00 -3.40 -0.07
C 0.59 3.53 -3.38 -0.17
C 0.22 3.20 -1.94 -0.17
C -0.96 3.75 -1.43 0.02
C -1.33 3.50 -0.10 0.02
C -0.50 2.72 0.69 -0.09
C 0.67 2.16 0.18 -0.02
C 1.04 2.39 -1.15 -0.09
C 2.31 1.75 -1.63 -0.15
C 3.55 2.45 -1.49 0.07
C 4.67 1.66 -1.92 -0.16
C 4.43 0.31 -2.46 -0.58
N 3.24 -0.37 -2.65 -0.10
C 2.25 0.46 -2.19 -0.10
C 1.52 1.32 1.10 -0.25
O 2.11 0.33 0.72 0.13
C 1.54 1.77 2.53 -0.12
C 2.79 1.64 3.36 -0.11
C 3.21 0.18 3.63 -0.16
C 4.52 -0.21 2.95 -0.20
F 5.51 0.69 3.36 -0.06
C 0.40 2.28 3.03 0.10
C -0.81 2.42 2.15 -0.31
O -1.94 2.26 2.54 0.12
H 0.28 5.70 -3.27 0.08
H 1.81 5.18 -2.57 0.08
H 1.63 5.24 -4.33 0.08
H -0.27 3.50 -4.05 0.12
H 1.43 2.91 -3.72 0.09
H -1.61 4.36 -2.05 0.13
H -2.24 3.88 0.34 0.14
H 3.71 3.42 -1.04 0.14
H 5.72 2.06 -1.85 0.13
H 5.35 -0.29 -2.74 0.09
H 1.25 0.02 -2.27 0.13
H 3.61 2.18 2.86 0.12
H 2.60 2.13 4.31 0.12
H 2.43 -0.55 3.38 0.10
H 3.41 0.11 4.70 0.10
H 4.80 -1.19 3.35 0.12
H 4.45 -0.24 1.86 0.10
H 0.34 2.62 4.06 0.14
Cs 4.65 1.10 -4.70 1.37
C 0.51 -3.81 5.96 -0.05
C 0.62 -2.34 5.63 -0.32
O 1.88 -2.27 4.98 0.10
C 2.08 -3.47 4.39 -0.56
O 2.90 -3.67 3.54 0.15
O 1.23 -4.41 4.87 0.07
F 0.66 -1.58 6.73 0.06
H 1.00 -4.07 6.90 0.14
H -0.52 -4.17 5.98 0.13
H -0.16 -1.97 4.97 0.17
C -2.53 -1.01 0.50 -0.07
C -3.06 -0.06 -0.56 -0.33
O -3.72 1.05 0.03 -0.07
H -3.34 -1.36 1.14 0.08
H -2.04 -1.87 0.05 0.07
H -1.82 -0.50 1.15 0.07
H -3.79 -0.56 -1.19 0.06
H -2.24 0.31 -1.20 0.11
H -3.08 1.51 0.59 0.05
F 2.02 0.11 6.58 -0.44
C 0.45 -6.62 8.36 -0.15
O -0.49 -6.65 7.29 -0.13
H 0.39 -5.65 8.84 0.08
H 0.22 -7.39 9.10 0.08
H 1.47 -6.77 7.98 0.08
H -0.43 -7.51 6.87 0.07
F 4.24 4.74 -10.50 -0.20
Al 3.99 3.07 -10.30 -0.12
F 3.96 2.71 -8.61 -0.25
F 5.26 2.18 -11.01 -0.21
F 2.49 2.60 -10.96 -0.21
Al 2.51 -2.86 -4.13 1.01
Cl -7.96 -3.29 -3.42 0.58
C -7.07 -3.33 -1.89 -0.63
C -6.03 -2.25 -1.81 -0.51
Cl -4.66 -2.52 -2.97 0.46
H -6.64 -4.32 -1.77 0.06
H -7.80 -3.17 -1.09 0.09
H -5.59 -2.22 -0.82 0.09
H -6.43 -1.26 -2.04 0.09
Br -4.02 -4.62 -3.61 0.33
C -7.60 0.39 -5.87 -2.04
Cl -7.55 2.00 -5.15 0.54
Cl -7.12 0.47 -7.56 0.55
Cl -6.48 -0.68 -4.99 0.46
Cl -9.23 -0.27 -5.74 0.54
```

Output
Strongest force on any atom: 6.7 eV/Å
Orbital gap: 1.2 eV
Total charge: +1
Highest occupied orbital energy: -8.99 eV
LUMO energy: -7.831 eV